Formula: C66H165F2N12O30S3Sn
Source: OMol25
Level of theory: ωB97M-V/def2-TZVPD

The geometry in XYZ format:
```
279
C66H165F2N12O30S3Sn (ωB97M-V/def2-TZVPD)
Sn -2.67010 -1.67807 1.31402
S -4.77238 0.43380 3.20610
O -3.43103 0.74102 2.78804
O -4.93193 0.83048 4.56750
O -5.68143 1.21952 2.43660
O -5.11071 -0.96400 2.99448
N -0.02549 -0.45090 0.71381
S 0.83730 -0.28712 -0.49881
O 2.27253 -0.51478 -0.29496
O 0.50417 0.65997 -1.54499
F 0.34626 -1.69826 -1.13945
S 0.54373 1.00988 1.48478
O 0.15004 2.32554 0.94919
O 1.79705 0.90518 2.22012
F -0.49023 0.94080 2.73362
C -6.11673 6.87383 2.24272
O -5.42218 5.71040 2.66145
C -4.06576 5.59773 2.21262
C -3.79318 4.10129 2.07274
N -3.56872 3.35896 3.34087
C -2.29958 3.78067 3.94715
C -2.00232 3.10049 5.24836
O -0.96541 3.83690 5.94118
C -0.46819 3.16697 7.12451
H -7.08044 6.93144 2.74873
H -6.43191 6.93641 1.20117
H -5.62114 7.83161 2.40127
H -3.36457 6.15523 2.83362
H -4.03108 6.12181 1.25751
H -2.95515 3.89307 1.40757
H -4.60710 3.52110 1.63798
H -3.35295 2.42283 3.02911
H -2.27248 4.84658 4.17344
H -1.49953 3.54533 3.24527
H -1.63878 2.11854 4.94553
H -2.87093 2.79175 5.82997
H -0.16006 2.19390 6.74203
H -1.15640 2.98789 7.95058
H 0.45149 3.58794 7.53080
C -0.51621 -3.12972 -5.58026
O 0.38628 -3.73568 -6.42299
C 1.18908 -4.73882 -5.85479
C 2.48207 -4.03956 -5.48893
N 3.52476 -5.01386 -5.09388
C 3.24351 -5.72395 -3.80845
C 3.03253 -4.70171 -2.65187
O 4.09171 -3.69722 -2.63139
C 4.25756 -3.13191 -1.34091
H -0.17682 -2.93062 -4.56375
H -1.41194 -3.74968 -5.54259
H -0.70230 -2.17168 -6.06566
H 1.49210 -5.43315 -6.63850
H 0.73525 -5.23860 -4.99902
H 2.35524 -3.29831 -4.69990
H 2.85196 -3.53864 -6.38356
H 4.31739 -4.39322 -5.01250
H 4.13370 -6.30853 -3.57618
H 2.37345 -6.37304 -3.90732
H 3.02590 -5.23993 -1.70405
H 2.04032 -4.25440 -2.71139
H 3.28836 -2.95219 -0.87569
H 4.58645 -2.09964 -1.46071
H 4.85890 -3.77402 -0.69733
C -1.19238 1.75195 -4.26478
O -2.55016 1.72149 -4.67787
C -3.27867 2.93209 -4.48228
C -4.71840 2.85543 -4.96334
N -5.53918 2.27806 -3.86861
C -6.93342 2.37824 -4.28956
C -7.86798 1.80264 -3.23967
O -7.37525 0.53222 -2.69138
C -7.71017 -0.57433 -3.50977
H -0.72878 2.66638 -4.63490
H -0.61347 0.90309 -4.62867
H -1.12234 1.79734 -3.17798
H -2.84666 3.77736 -5.01800
H -3.23670 3.28809 -3.45291
H -4.78606 2.28985 -5.89266
H -5.00229 3.88620 -5.17549
H -5.38247 1.28213 -3.80809
H -7.03271 1.85414 -5.24013
H -7.17672 3.43537 -4.39611
H -8.91014 1.70570 -3.54400
H -7.92075 2.51064 -2.41261
H -8.77192 -0.67009 -3.73696
H -7.33578 -1.46955 -3.01327
H -7.18448 -0.53900 -4.46398
C -4.34044 -3.84934 4.21384
O -4.01962 -4.09679 2.85076
C -3.38245 -5.30946 2.64082
C -3.50752 -5.66060 1.12297
N -2.69851 -4.69910 0.33948
C -2.92654 -4.74891 -1.10613
C -1.90718 -3.93216 -1.83709
O -2.14067 -2.53990 -1.54875
C -2.77898 -1.81495 -2.61105
H -3.58490 -4.18784 4.92285
H -5.32078 -4.28302 4.41118
H -4.46341 -2.80456 4.49914
H -3.79167 -6.15525 3.19336
H -2.32853 -5.24792 2.91204
H -4.51922 -5.78455 0.73670
H -3.08331 -6.65911 1.01762
H -1.75859 -5.03977 0.48292
H -3.92517 -4.50307 -1.46723
H -2.80400 -5.80388 -1.35132
H -1.79796 -4.08535 -2.91072
H -0.93049 -4.10277 -1.38425
H -2.99464 -0.76510 -2.41254
H -3.74274 -2.25630 -2.86497
H -2.19518 -1.81873 -3.53153
C 5.75335 0.29059 0.88287
O 6.91314 0.88313 0.33070
C 6.58124 1.67405 -0.85676
C 7.84106 2.25226 -1.59489
N 8.80348 1.19361 -1.96274
C 8.24673 0.17692 -2.85985
C 9.39469 -0.75308 -3.36248
O 10.00842 -1.34936 -2.24424
C 11.17187 -2.07653 -2.60089
H 4.95820 0.99510 1.12679
H 6.04392 -0.14930 1.83689
H 5.19666 -0.40894 0.25930
H 5.97061 2.49453 -0.47987
H 5.97304 1.05116 -1.51265
H 8.38517 2.96256 -0.97238
H 7.55878 2.87699 -2.44232
H 9.06664 0.72509 -1.10755
H 7.86125 0.66137 -3.75696
H 7.57449 -0.49733 -2.32919
H 10.10550 -0.17004 -3.94807
H 9.04308 -1.53691 -4.03336
H 11.63132 -2.45869 -1.68932
H 11.98593 -1.50884 -3.05158
H 10.91856 -2.90069 -3.26775
C -0.15364 -7.42876 1.66741
O -0.07882 -6.11220 1.08045
C 1.11919 -5.45247 1.44712
C 1.12074 -3.96544 1.05730
N 0.19766 -3.13002 1.80824
C 0.53847 -3.25489 3.20956
C -0.15332 -2.09634 4.04938
O -1.58753 -2.17507 4.14645
C -2.05478 -1.47951 5.28389
H -0.98781 -7.95386 1.20210
H -0.38556 -7.38809 2.73167
H 0.75581 -8.02391 1.58500
H 1.84504 -6.08873 0.94075
H 1.45086 -5.62946 2.47024
H 0.87943 -3.89150 -0.00307
H 2.10710 -3.54761 1.25889
H 0.22110 -2.16025 1.52697
H 1.61290 -3.24033 3.39257
H 0.15845 -4.22631 3.52585
H 0.22173 -1.08349 3.90249
H 0.25166 -2.25443 5.04893
H -3.13628 -1.54975 5.40017
H -1.84690 -0.40964 5.26694
H -1.63855 -1.82179 6.23135
C -0.37997 4.68073 -1.11493
O -1.57685 4.95114 -1.89341
C -2.08661 6.27938 -1.66884
C -3.54359 6.30719 -2.21201
N -4.33409 5.42144 -1.42893
C -5.69233 5.16476 -2.03858
C -6.62363 6.41956 -1.91648
O -7.96869 5.98243 -1.88626
C -8.88466 6.97426 -1.43278
H -0.68253 4.63634 -0.06871
H 0.35611 5.45632 -1.32642
H 0.10408 3.73231 -1.34795
H -1.55809 7.02806 -2.25895
H -1.99708 6.61880 -0.63690
H -3.49380 5.87970 -3.21346
H -3.96767 7.29914 -2.36789
H -3.74419 4.61071 -1.30717
H -6.21055 4.37690 -1.49194
H -5.59942 4.82075 -3.06868
H -6.46835 7.19068 -2.67104
H -6.34575 7.03863 -1.06346
H -8.61706 7.48543 -0.50802
H -9.85675 6.48833 -1.34892
H -8.81028 7.71199 -2.23173
C -8.11618 -4.93058 -2.16774
O -7.09283 -4.36929 -1.39415
C -7.53648 -3.51059 -0.43286
C -6.31292 -3.12232 0.45114
N -5.37528 -2.14345 -0.15843
C -5.94523 -0.76065 -0.18061
C -5.16938 0.33851 -0.90404
O -3.85762 0.50437 -0.38767
C -3.25947 1.73363 -0.73051
H -7.63536 -5.49913 -2.96376
H -8.72092 -4.19038 -2.69166
H -8.68448 -5.60368 -1.52581
H -8.35461 -3.89455 0.17650
H -7.96102 -2.66103 -0.96776
H -5.69932 -3.97033 0.75525
H -6.71220 -2.78275 1.40685
H -5.28776 -2.49800 -1.10010
H -6.15761 -0.47746 0.85031
H -6.96674 -0.74951 -0.56075
H -5.78145 1.20154 -0.64199
H -5.14961 0.22939 -1.98839
H -3.72507 2.65371 -0.37727
H -3.26456 1.67801 -1.81908
H -2.22020 1.73169 -0.40186
C 6.83195 5.82011 0.99616
O 5.83374 4.84921 1.39291
C 5.07238 5.28047 2.56375
C 4.13994 4.18604 3.04666
N 3.28785 4.69114 4.12740
C 2.22015 3.69632 4.45102
C 2.91377 2.52476 5.26042
O 3.44330 3.07715 6.50094
C 4.19463 2.13351 7.28975
H 7.40161 5.49273 0.12644
H 7.60218 6.10710 1.71203
H 6.25189 6.69773 0.71082
H 4.46573 6.14632 2.29845
H 5.74466 5.54503 3.37992
H 4.64475 3.24904 3.28179
H 3.49072 3.84718 2.23932
H 3.82980 4.80681 4.97179
H 1.63227 3.35864 3.59752
H 1.51872 4.22375 5.09749
H 3.65968 1.99329 4.66944
H 2.10982 1.80642 5.42089
H 3.49143 1.40522 7.69375
H 4.70361 2.51698 8.17405
H 4.89893 1.61235 6.64133
C 4.31655 -0.42686 -6.38759
O 3.82856 0.40728 -5.35862
C 4.36659 0.01079 -4.07086
C 3.67993 0.81119 -2.97460
N 3.99114 2.22319 -3.10523
C 3.16806 2.88748 -2.14769
C 3.38365 4.42936 -2.19776
O 2.89255 4.88963 -3.43390
C 3.63103 6.01288 -3.77646
H 3.86454 -0.00050 -7.28314
H 3.91053 -1.43106 -6.26584
H 5.39614 -0.47976 -6.52827
H 5.44333 0.17969 -4.08572
H 4.10324 -1.01765 -3.82375
H 3.89317 0.48266 -1.95741
H 2.64045 0.54543 -3.16689
H 3.85857 2.55193 -4.05099
H 3.44618 2.61932 -1.12846
H 2.09835 2.72577 -2.28060
H 4.45819 4.52332 -2.04081
H 2.94967 4.94444 -1.34076
H 4.68691 5.76253 -3.87918
H 3.56992 6.80253 -3.02757
H 3.29500 6.42410 -4.72834
C 3.52019 -1.18872 4.34504
O 3.76800 -2.56462 4.47930
C 3.62974 -3.20930 5.72309
C 4.06652 -4.67462 5.51387
N 3.26367 -5.30510 4.45803
C 3.67852 -6.69130 4.32104
C 4.95602 -6.72931 3.45743
O 4.61691 -6.15459 2.21134
C 5.54149 -6.42951 1.19318
H 2.46029 -1.04994 4.55821
H 3.75048 -0.83256 3.34093
H 4.11516 -0.64149 5.07622
H 2.60269 -3.07107 6.06094
H 4.26061 -2.65891 6.42106
H 4.05991 -5.22282 6.45596
H 5.12443 -4.68658 5.25160
H 3.49478 -4.84696 3.58809
H 2.93368 -7.36337 3.89484
H 3.90978 -7.10700 5.30176
H 5.09058 -7.79460 3.27001
H 5.78279 -6.19294 3.92313
H 6.47572 -5.88668 1.33686
H 5.09689 -6.15486 0.23662
H 5.72481 -7.47876 0.96169
```

Computed properties:
* strongest force on any atom: 9.00 eV Å⁻¹
* charge: -1
* lowest unoccupied orbital energy: 1.57 eV
* Kohn-Sham gap: 5.8565 eV
* energy: -7135.92095 a.u.